#a
{
  "formula": "C2H8N2O2S",
  "method": "the ωB97M-V functional and the def2-TZVPD basis",
  "total_charge": 0,
  "orbital_gap_ev": [6.8431, 6.8374],
  "lumo_energy_ha": [-0.031, -0.031],
  "e_homo_ev": [-7.685, -7.681],
  "elements": ["C", "C", "N", "N", "O", "O", "S", "H", "H", "H", "H", "H", "H", "H", "H"],
  "xyz": [[0.182, 1.901, 0.194], [-1.002, -0.791, -1.280], [0.250, 0.524, 0.483], [-1.769, -1.301, -0.343], [1.357, -1.659, 1.062], [2.750, 0.474, 0.429], [1.573, -0.321, 0.008], [-0.745, 2.298, 0.628], [1.147, 2.385, 0.608], [0.132, 2.100, -0.888], [-1.228, 0.186, -1.534], [-0.313, -1.455, -1.751], [-1.632, -2.242, 0.055], [1.273, -1.419, 1.963], [-1.975, -0.683, 0.367]]
}

---

#b
{
  "formula": "C2H8N2O2S",
  "method": "the ωB97M-V functional and the def2-TZVPD basis",
  "total_charge": 0,
  "orbital_gap_ev": 10.6808,
  "lumo_energy_ha": 0.030,
  "smiles": "CS(=O)(=O)C(N)N",
  "e_homo_ev": -9.855,
  "elements": ["C", "S", "O", "O", "C", "N", "N", "H", "H", "H", "H", "H", "H", "H", "H"],
  "xyz": [[-1.011, -1.831, 0.152], [-0.179, -0.494, -0.766], [0.848, -1.297, -1.404], [-0.972, 0.343, -1.568], [0.589, 0.613, 0.464], [-0.551, 1.236, 1.105], [1.672, 1.313, -0.336], [-1.855, -1.464, 0.739], [-1.336, -2.623, -0.664], [-0.271, -2.293, 0.697], [1.285, 0.153, 1.232], [-1.065, 1.576, 0.313], [-0.231, 1.853, 1.851], [1.209, 2.146, -0.637], [1.868, 0.771, -1.177]]
}

---

Quick one: most stable of them? #b

---

#a
{
  "formula": "CH4N3P",
  "method": "the ωB97M-V functional and the def2-TZVPD basis",
  "total_charge": 0,
  "orbital_gap_ev": 10.0743,
  "lumo_energy_ha": 0.008,
  "e_homo_ev": -9.868,
  "elements": ["C", "N", "N", "N", "P", "H", "H", "H", "H"],
  "xyz": [[-0.031, -1.090, -1.462], [0.275, 0.270, 2.344], [0.438, 1.342, 2.113], [0.501, 2.555, 2.202], [-1.363, -2.067, -1.238], [0.460, -0.899, -2.459], [0.381, -0.578, -0.574], [1.029, 3.093, 1.613], [-1.690, -2.627, -2.540]]
}

---

#b
{
  "formula": "CH4N3P",
  "method": "the ωB97M-V functional and the def2-TZVPD basis",
  "total_charge": 0,
  "orbital_gap_ev": 8.5024,
  "lumo_energy_ha": 0.011,
  "e_homo_ev": -8.195,
  "elements": ["C", "N", "N", "N", "P", "H", "H", "H", "H"],
  "xyz": [[-1.190, 0.737, 0.339], [-1.021, -0.330, -0.416], [0.918, 1.026, 0.163], [1.304, -0.088, -0.057], [0.047, -1.467, 0.007], [-0.819, 0.785, 1.319], [-1.936, 1.473, -0.145], [2.301, -0.369, 0.130], [0.395, -1.766, -1.339]]
}

---

#c
{
  "formula": "CH4N3P",
  "method": "the ωB97M-V functional and the def2-TZVPD basis",
  "total_charge": 0,
  "orbital_gap_ev": 9.7453,
  "lumo_energy_ha": 0.023,
  "e_homo_ev": -9.112,
  "elements": ["C", "N", "N", "N", "P", "H", "H", "H", "H"],
  "xyz": [[-0.502, 0.925, -0.065], [-1.905, 1.087, -0.249], [-2.526, 0.047, -0.005], [-1.927, -1.153, 0.226], [-0.355, -0.900, 0.101], [0.175, 1.548, -0.872], [-0.334, 1.184, 0.913], [0.473, -1.193, 1.219], [0.345, -1.527, -0.793]]
}

---

Quick one: most stable of them? #a

---

#a
{
  "formula": "C7H8",
  "method": "the ωB97M-V functional and the def2-TZVPD basis",
  "total_charge": 0,
  "orbital_gap_ev": 9.7344,
  "lumo_energy_ha": 0.045,
  "smiles": "C[C@@]12[C@@H]3[C@H]4[C@@H]3[C@@H]1[C@H]42",
  "e_homo_ev": -8.500,
  "elements": ["C", "C", "C", "C", "C", "C", "C", "H", "H", "H", "H", "H", "H", "H", "H"],
  "xyz": [[2.103, 0.187, 0.070], [0.619, -0.240, -0.036], [-0.753, -1.354, -0.269], [-1.468, -0.154, -0.820], [-1.491, -0.435, 0.661], [-0.312, 0.496, 0.873], [-0.289, 0.782, -0.641], [2.121, 1.288, 0.235], [2.647, -0.228, 0.925], [2.700, 0.034, -0.835], [-1.196, -2.347, -0.463], [-2.304, -0.079, -1.500], [-2.346, -0.613, 1.296], [-0.041, 1.046, 1.766], [0.008, 1.618, -1.263]]
}

---

#b
{
  "formula": "C7H8",
  "method": "the ωB97M-V functional and the def2-TZVPD basis",
  "total_charge": 0,
  "orbital_gap_ev": 11.1980,
  "lumo_energy_ha": 0.027,
  "e_homo_ev": -10.461,
  "elements": ["C", "C", "C", "C", "C", "C", "C", "H", "H", "H", "H", "H", "H", "H", "H"],
  "xyz": [[0.950, 1.123, -0.599], [0.042, 0.079, 0.080], [-1.083, 0.782, 0.865], [-0.523, -0.845, -0.923], [-0.937, -1.668, -1.698], [0.853, -0.761, 1.016], [1.558, -1.360, 1.878], [1.765, 0.638, -1.142], [1.379, 1.787, 0.158], [0.363, 1.724, -1.301], [-1.690, 1.385, 0.183], [-1.726, 0.053, 1.364], [-0.647, 1.441, 1.623], [-1.295, -2.408, -2.379], [0.990, -1.972, 0.874]]
}

---

Quick one: most stable of them? #b

---

#a
{
  "formula": "C7H8",
  "method": "the ωB97M-V functional and the def2-TZVPD basis",
  "total_charge": 0,
  "orbital_gap_ev": 8.3142,
  "lumo_energy_ha": 0.036,
  "smiles": "CC1=C2C=C2CC1",
  "e_homo_ev": -7.326,
  "elements": ["C", "C", "C", "C", "C", "C", "C", "H", "H", "H", "H", "H", "H", "H", "H"],
  "xyz": [[-1.378, 0.620, 1.372], [-0.475, -0.187, 0.484], [-0.022, -1.532, 0.440], [0.999, -2.610, 0.183], [1.028, -1.649, -0.675], [1.266, -0.379, -1.354], [0.261, 0.527, -0.605], [-2.412, 0.998, 0.883], [-0.919, 1.464, 1.814], [-2.001, 0.059, 2.172], [1.553, -3.429, 0.596], [2.325, -0.121, -1.222], [1.182, -0.327, -2.460], [-0.375, 1.271, -1.188], [0.875, 1.305, 0.012]]
}

---

#b
{
  "formula": "C7H8",
  "method": "the ωB97M-V functional and the def2-TZVPD basis",
  "total_charge": 0,
  "orbital_gap_ev": 9.5547,
  "lumo_energy_ha": 0.026,
  "smiles": "C=C1CC1=C=CC",
  "e_homo_ev": -8.845,
  "elements": ["C", "C", "C", "C", "C", "C", "C", "H", "H", "H", "H", "H", "H", "H", "H"],
  "xyz": [[2.963, -1.010, 0.003], [2.048, -0.074, 0.014], [1.637, 1.317, -0.075], [0.594, 0.170, 0.357], [-0.681, 0.034, 0.540], [-1.959, -0.079, 0.728], [-2.960, -0.290, -0.406], [3.984, -0.802, -0.039], [2.690, -2.088, -0.011], [1.474, 1.729, -1.142], [2.090, 1.948, 0.568], [-2.422, -0.100, 1.790], [-3.281, -1.296, -0.662], [-2.311, 0.107, -1.360], [-3.865, 0.434, -0.303]]
}

---

Quick one: most stable of them? #b

---

#a
{
  "formula": "C7H8",
  "method": "the ωB97M-V functional and the def2-TZVPD basis",
  "total_charge": 0,
  "orbital_gap_ev": 10.3074,
  "lumo_energy_ha": 0.042,
  "e_homo_ev": -9.152,
  "elements": ["C", "C", "C", "C", "C", "C", "C", "H", "H", "H", "H", "H", "H", "H", "H"],
  "xyz": [[0.242, -1.632, 1.085], [0.016, -0.133, 0.902], [0.634, 1.178, -0.204], [1.296, 2.308, -0.204], [-0.090, 0.213, -1.210], [-0.812, -2.069, 0.400], [-1.012, -0.592, -0.151], [1.014, -2.161, 1.684], [-0.480, 0.322, 1.703], [1.269, 3.051, -1.013], [1.696, 2.681, 0.810], [-0.842, 0.670, -2.069], [0.494, -0.608, -1.691], [-1.393, -2.962, 0.208], [-2.031, -0.266, -0.249]]
}

---

#b
{
  "formula": "C7H8",
  "method": "the ωB97M-V functional and the def2-TZVPD basis",
  "total_charge": 0,
  "orbital_gap_ev": 10.8761,
  "lumo_energy_ha": 0.035,
  "smiles": "C#CC[C@H](C)C#C",
  "e_homo_ev": -9.915,
  "elements": ["C", "C", "C", "C", "C", "C", "C", "H", "H", "H", "H", "H", "H", "H", "H"],
  "xyz": [[-1.827, 2.615, -0.318], [-1.612, 1.489, 0.048], [-1.267, 0.136, 0.480], [0.282, -0.043, 0.541], [1.186, -0.061, -0.876], [0.661, -1.427, 0.883], [1.259, -2.434, 0.589], [-2.005, 3.609, -0.661], [-1.699, -0.606, -0.201], [-1.759, -0.056, 1.452], [0.644, 0.645, 1.325], [0.731, -0.915, -1.376], [1.423, 0.647, -1.699], [2.163, -0.316, -0.463], [1.820, -3.284, 0.276]]
}

---

#c
{
  "formula": "C7H8",
  "method": "the ωB97M-V functional and the def2-TZVPD basis",
  "total_charge": 0,
  "orbital_gap_ev": 10.9729,
  "lumo_energy_ha": 0.038,
  "smiles": "C#CC[C@H](C)C#C",
  "e_homo_ev": -9.936,
  "elements": ["C", "C", "C", "C", "C", "C", "C", "H", "H", "H", "H", "H", "H", "H", "H"],
  "xyz": [[2.946, 0.691, -0.330], [1.765, 0.867, -0.495], [0.303, 0.982, -0.556], [-0.318, -0.077, 0.387], [-0.118, -1.488, -0.184], [-1.734, 0.193, 0.672], [-2.889, 0.391, 0.955], [3.992, 0.549, -0.168], [-0.058, 0.842, -1.583], [-0.008, 1.987, -0.252], [0.223, -0.002, 1.337], [-0.753, -1.629, -1.066], [0.929, -1.620, -0.477], [-0.368, -2.255, 0.554], [-3.911, 0.567, 1.208]]
}

---

#d
{
  "formula": "C7H8",
  "method": "the ωB97M-V functional and the def2-TZVPD basis",
  "total_charge": 0,
  "orbital_gap_ev": 9.6219,
  "lumo_energy_ha": 0.030,
  "e_homo_ev": -8.808,
  "elements": ["C", "C", "C", "C", "C", "C", "C", "H", "H", "H", "H", "H", "H", "H", "H"],
  "xyz": [[-1.855, -0.284, -0.220], [-2.205, 0.906, -0.515], [-0.984, -1.426, -0.021], [0.141, -0.760, -0.207], [-0.452, 0.661, -0.480], [1.553, -1.234, -0.196], [-0.164, 1.805, 0.724], [-1.203, -2.472, 0.142], [-0.208, 0.968, -1.451], [1.565, -1.942, 0.678], [2.387, -0.441, 0.002], [1.671, -1.939, -1.050], [-1.054, 1.897, 1.155], [0.116, 2.745, 0.236], [0.693, 1.515, 1.201]]
}

---

Quick one: most stable of them? #c

---

#a
{
  "formula": "C7H8",
  "method": "the ωB97M-V functional and the def2-TZVPD basis",
  "total_charge": 0,
  "orbital_gap_ev": [7.2799, 7.4338],
  "lumo_energy_ha": [-0.027, -0.038],
  "e_homo_ev": [-8.009, -8.460],
  "elements": ["C", "C", "C", "C", "C", "C", "C", "H", "H", "H", "H", "H", "H", "H", "H"],
  "xyz": [[-0.693, 0.744, 0.373], [-1.669, 2.076, -0.001], [-1.039, -0.594, 0.118], [-2.155, -1.155, -0.358], [0.330, -1.039, 0.493], [0.741, 0.505, 0.633], [1.664, 1.053, -0.527], [-2.326, -2.126, -0.685], [-3.050, -0.402, -0.583], [0.433, -1.796, 1.328], [0.955, -1.672, -0.205], [1.062, 0.729, 1.737], [1.284, 0.665, -1.506], [2.734, 0.846, -0.310], [1.729, 2.168, -0.506]]
}

---

#b
{
  "formula": "C7H8",
  "method": "the ωB97M-V functional and the def2-TZVPD basis",
  "total_charge": 0,
  "orbital_gap_ev": 9.6283,
  "lumo_energy_ha": 0.032,
  "e_homo_ev": -8.763,
  "elements": ["C", "C", "C", "C", "C", "C", "C", "H", "H", "H", "H", "H", "H", "H", "H"],
  "xyz": [[2.356, 0.734, -0.163], [2.696, -0.486, -0.133], [1.336, 1.732, -0.127], [0.368, 0.820, -0.254], [1.084, -0.543, -0.284], [-1.090, 1.114, -0.280], [0.625, -1.445, 0.843], [1.335, 2.756, -0.117], [0.996, -0.921, -1.267], [-1.514, 0.197, -0.183], [-1.322, 1.569, -1.224], [-1.461, 1.679, 0.561], [0.825, -1.054, 1.884], [1.182, -2.457, 0.940], [-0.427, -1.510, 0.792]]
}

---

#c
{
  "formula": "C7H8",
  "method": "the ωB97M-V functional and the def2-TZVPD basis",
  "total_charge": 0,
  "orbital_gap_ev": 10.9494,
  "lumo_energy_ha": 0.037,
  "smiles": "C#CC[C@H](C)C#C",
  "e_homo_ev": -9.948,
  "elements": ["C", "C", "C", "C", "C", "C", "C", "H", "H", "H", "H", "H", "H", "H", "H"],
  "xyz": [[-2.820, 1.414, -0.424], [-2.033, 0.503, -0.402], [-1.054, -0.588, -0.354], [0.174, -0.239, 0.520], [1.070, 0.927, 0.028], [1.173, -1.323, 0.534], [2.241, -1.861, 0.384], [-3.517, 2.224, -0.452], [-0.731, -0.843, -1.370], [-1.543, -1.487, 0.046], [-0.198, -0.041, 1.534], [1.492, 0.634, -0.938], [0.616, 1.916, -0.065], [1.904, 0.991, 0.734], [3.228, -2.229, 0.225]]
}

---

Quick one: most stable of them? #c